# 1
{
  "formula": "C12H26O12Zn",
  "method": "ωB97M-V/def2-TZVPD",
  "elements": ["Zn", "O", "H", "O", "H", "C", "O", "C", "O", "O", "C", "H", "H", "H", "H", "H", "H", "C", "O", "C", "O", "O", "C", "H", "H", "H", "H", "H", "H", "C", "O", "C", "O", "O", "C", "H", "H", "H", "H", "H", "H", "C", "C", "O", "C", "H", "H", "H", "H", "H", "H"],
  "positions_angstrom": [[0.5086, 0.9409, -0.0776], [2.2874, -1.9500, -0.7006], [2.6849, -2.4066, -1.4674], [-1.7242, 3.8255, -0.3682], [-2.2907, 4.4919, -0.8035], [2.0602, -2.2170, 5.0063], [0.7636, -1.9802, 5.5309], [-0.0781, -1.0029, 5.0493], [0.1348, -0.2134, 4.1075], [-1.1303, -1.0214, 5.8308], [-2.1867, -0.1104, 5.5444], [1.9539, -2.6438, 4.0090], [2.6163, -3.0141, 5.4998], [2.6250, -1.2878, 4.9302], [-3.1210, -0.6279, 5.7619], [-2.3224, 0.0376, 4.4730], [-2.1786, 0.8109, 6.1267], [6.4056, 2.1005, 1.1536], [6.1421, 3.4897, 1.0504], [4.9935, 3.9511, 0.5284], [4.0295, 3.2624, 0.2325], [5.0139, 5.2966, 0.2284], [4.0109, 5.8385, -0.7069], [5.5383, 1.5517, 0.7865], [6.8839, 1.7863, 2.0812], [7.2014, 1.9497, 0.4242], [4.3690, 5.9055, -1.7342], [3.7976, 6.8747, -0.4447], [3.0153, 5.3974, -0.6573], [-5.9547, -3.7694, 2.0079], [-4.8214, -3.0973, 1.5401], [-4.7252, -2.5359, 0.2433], [-3.7967, -1.8380, -0.1687], [-5.8033, -2.9038, -0.5330], [-6.0320, -2.3164, -1.8402], [-6.9092, -3.3161, 1.7406], [-5.8921, -3.8606, 3.0923], [-5.9520, -4.7789, 1.5968], [-5.7063, -1.2774, -1.8906], [-7.1122, -2.1706, -1.8498], [-5.7511, -2.9774, -2.6601], [1.0472, 0.3743, -7.2168], [0.6769, -0.0527, -5.8088], [0.6521, 0.6831, -4.8446], [0.2259, -1.4524, -5.6515], [2.1129, 0.6012, -7.1867], [0.5214, 1.3268, -7.2825], [0.7842, -0.2850, -8.0440], [-0.6357, -1.7435, -6.2523], [0.0061, -1.5087, -4.5854], [1.0612, -2.1366, -5.8006]],
  "de_lowest_kj_mol": 888.7,
  "homo_energy_ev": -7.865,
  "energy_ev": -85841.9277
}

***

# 2
{
  "formula": "C12H27AsGeO3PdS4",
  "method": "ωB97M-V/def2-TZVPD",
  "elements": ["Pd", "C", "C", "C", "C", "O", "Ge", "O", "C", "C", "C", "C", "O", "C", "C", "C", "C", "H", "H", "H", "H", "H", "H", "H", "H", "H", "H", "H", "H", "H", "H", "H", "H", "H", "H", "H", "H", "H", "H", "H", "H", "H", "H", "H", "S", "As", "S", "S", "S"],
  "positions_angstrom": [[-0.4358, -0.3857, -0.5161], [1.4736, -2.2029, 2.0451], [0.9786, -1.0683, 2.9415], [-0.1234, -1.5750, 3.8663], [2.1389, -0.5138, 3.7708], [0.3871, -0.0638, 2.1364], [1.2451, 1.3182, 1.2767], [-0.4156, 1.6517, 0.3431], [-1.3718, 2.6272, 0.7711], [-2.7222, 1.9671, 0.9965], [-0.9300, 3.3041, 2.0696], [-1.4704, 3.6643, -0.3456], [1.6070, 0.2011, -0.2742], [2.4759, 0.5505, -1.3602], [1.6465, 1.0128, -2.5544], [3.4260, 1.6732, -0.9429], [3.2903, -0.6907, -1.7087], [1.9233, -3.0075, 2.6343], [2.2116, -1.8244, 1.3357], [0.6410, -2.6113, 1.4704], [0.2304, -2.3992, 4.4911], [-0.9661, -1.9230, 3.2673], [-0.4701, -0.7654, 4.5124], [2.5296, -1.2809, 4.4437], [1.8075, 0.3389, 4.3681], [2.9573, -0.1821, 3.1265], [-2.6253, 1.1460, 1.7078], [-3.1164, 1.5691, 0.0625], [-3.4387, 2.6947, 1.3869], [-0.8263, 2.5674, 2.8699], [-1.6821, 4.0360, 2.3727], [0.0214, 3.8249, 1.9478], [-1.7582, 3.1710, -1.2756], [-0.5011, 4.1453, -0.4949], [-2.2120, 4.4323, -0.1113], [0.9967, 1.8379, -2.2567], [1.0183, 0.2017, -2.9261], [2.2959, 1.3467, -3.3678], [2.8883, 2.6035, -0.7502], [4.1486, 1.8531, -1.7422], [3.9724, 1.4027, -0.0373], [2.6275, -1.5190, -1.9526], [3.9021, -0.9827, -0.8522], [3.9494, -0.4938, -2.5587], [-4.3364, -4.1224, 0.0252], [-2.9277, -3.0348, -1.0577], [-2.6780, -0.9406, -0.4630], [-0.0175, -2.1847, -1.8008], [-0.8593, -3.8233, -0.8505]],
  "de_lowest_kj_mol": 4.6,
  "multiplicity": 2,
  "homo_energy_ev": [-4.402, -4.788],
  "energy_ev": -183205.5574,
  "total_charge": -1
}